[1]
{"formula": "C5H11N2", "method": "ωB97M-V/def2-TZVPD", "species": ["N", "N", "C", "C", "C", "C", "C", "H", "H", "H", "H", "H", "H", "H", "H", "H", "H", "H"], "xyz": [[-2.035, -0.055, 0.678], [1.125, -1.218, 0.256], [1.254, 1.352, -0.141], [-0.771, -0.239, -0.009], [0.572, 0.216, 0.573], [-1.789, 0.670, -0.512], [-0.167, -1.602, -0.445], [0.649, 0.205, 1.620], [-1.452, 1.707, -0.455], [-1.870, 0.383, 1.526], [-0.004, -1.794, -1.538], [1.319, 1.359, -1.212], [1.869, -1.125, -0.429], [1.315, -1.645, 1.159], [-0.662, -2.492, 0.049], [-2.340, 0.357, -1.426], [2.204, 1.592, 0.294], [0.785, 2.329, 0.012]], "atomic_forces_ev_per_a": [[0.02, -2.32, -1.07], [-0.37, 1.40, -0.97], [0.14, 1.13, 0.87], [0.47, -0.92, 0.38], [-0.36, -0.65, -1.86], [0.23, 0.86, -2.01], [-1.36, -0.68, 0.32], [-0.22, 0.94, 1.48], [-0.57, -0.04, -0.18], [-0.10, 1.44, 1.82], [-0.09, 0.25, 1.11], [0.06, -0.89, -0.63], [0.65, -0.62, 0.59], [0.54, -0.64, -0.58], [0.65, 0.99, -0.68], [0.14, 0.48, 0.92], [0.93, -0.37, 0.05], [-0.74, -0.35, 0.44]], "nbo_charge": [-0.538, -0.520, -0.686, 0.023, -0.010, -0.221, -0.222, 0.216, 0.206, 0.365, 0.247, 0.247, 0.444, 0.447, 0.256, 0.229, 0.247, 0.271], "de_lowest_ev": 2.434, "e_homo_ev": -13.9, "total_energy_ev": -8334.6849, "charge": 1, "smiles": "C[C@@H]1[NH2+]C[C@]12CN2"}


[2]
{"formula": "C5H11N2", "method": "ωB97M-V/def2-TZVPD", "species": ["N", "N", "C", "C", "C", "C", "C", "H", "H", "H", "H", "H", "H", "H", "H", "H", "H", "H"], "xyz": [[1.078, 0.484, -0.631], [-0.453, -1.316, 0.367], [0.687, -0.863, -0.698], [-1.319, -0.104, 0.539], [-0.895, 1.209, 0.150], [2.064, 0.584, 0.380], [-1.939, 0.585, -0.644], [3.050, 0.837, -0.028], [-1.006, -2.057, -0.217], [2.052, -0.215, 1.171], [0.388, -0.933, -1.771], [1.427, -1.641, -0.632], [-1.939, 0.004, 1.384], [-0.710, 2.190, 0.587], [-2.953, 1.117, -0.391], [-1.636, 0.111, -1.635], [0.071, -1.606, 1.155], [2.034, 1.615, 0.915]], "atomic_forces_ev_per_a": [[1.90, -0.96, 1.52], [-0.88, 1.13, -5.01], [-0.93, -1.00, -2.43], [-0.41, 0.70, 0.84], [-0.27, 1.51, -0.38], [0.43, 2.60, 1.76], [-0.96, 0.82, -0.31], [0.34, -0.94, -0.35], [1.31, 1.11, 2.10], [0.44, 0.54, -0.92], [-1.04, -0.60, 0.92], [0.76, -0.11, 0.72], [-0.42, -1.36, 1.40], [-0.10, -0.63, -0.09], [1.51, -1.73, -1.37], [-0.96, 1.08, 0.93], [0.04, -0.76, 1.22], [-0.76, -1.39, -0.54]], "nbo_charge": [-0.166, -0.523, -0.134, -0.180, -0.105, -0.533, -0.466, 0.292, 0.471, 0.190, 0.242, 0.212, 0.249, 0.243, 0.272, 0.235, 0.443, 0.259], "de_lowest_ev": 3.696, "multiplicity": 3, "e_homo_ev": [-11.3, -15.0], "total_energy_ev": -8329.4812, "charge": 1, "s_squared": 2.0089}


[3]
{"formula": "C5H11N2O", "method": "ωB97M-V/def2-TZVPD", "species": ["O", "N", "N", "C", "C", "C", "C", "C", "H", "H", "H", "H", "H", "H", "H", "H", "H", "H", "H"], "xyz": [[-0.309, 1.136, -3.292], [0.414, -1.268, 1.177], [-1.055, -0.463, -1.204], [0.114, 0.117, 1.407], [-0.572, 0.888, -0.925], [0.565, 0.866, 0.129], [0.131, 1.489, -2.213], [0.832, -2.057, 2.059], [0.425, 0.545, 2.416], [0.737, -3.157, 1.922], [1.514, 0.534, -0.325], [-0.989, 0.159, 1.597], [-1.649, -0.746, -0.316], [1.460, -1.904, 2.948], [0.691, 1.934, 0.485], [-1.328, 1.626, -0.665], [-0.353, -1.229, -1.235], [-1.761, -0.400, -1.960], [1.133, 1.930, -2.005]], "atomic_forces_ev_per_a": [[-1.44, -0.72, -3.55], [-1.43, -0.96, 0.75], [-3.15, -1.12, 2.77], [0.63, 0.48, 0.84], [4.52, 2.52, -1.11], [-1.60, 1.79, 1.66], [0.54, -0.37, 4.02], [1.04, -1.66, -0.03], [0.62, -0.46, -1.13], [0.15, 0.63, -0.57], [-0.50, -0.15, 0.50], [0.51, 0.02, -0.81], [1.09, 0.32, -1.88], [-0.69, 1.09, 0.26], [0.07, -0.97, -0.84], [-0.91, -0.83, 0.34], [-0.14, 0.84, -0.64], [1.03, -0.36, -0.29], [-0.35, -0.12, -0.28]], "nbo_charge": [-0.720, -0.456, -0.737, -0.264, -0.206, -0.429, 0.064, -0.019, 0.186, 0.160, 0.234, 0.195, 0.394, 0.154, 0.233, 0.213, 0.452, 0.452, 0.093], "de_lowest_ev": 3.375, "multiplicity": 2, "e_homo_ev": [-3.7, -7.7], "total_energy_ev": -10385.8695, "s_squared": 0.7530}


[4]
{"formula": "C5H11N2O", "method": "ωB97M-V/def2-TZVPD", "species": ["O", "N", "N", "C", "C", "C", "C", "C", "H", "H", "H", "H", "H", "H", "H", "H", "H", "H", "H"], "xyz": [[-3.004, 0.986, -0.052], [-0.015, 1.777, -0.672], [-1.297, -0.176, 0.645], [-0.003, -0.546, 0.252], [-2.314, -0.094, -0.373], [1.889, 1.184, 0.564], [0.589, 0.896, -0.043], [0.037, -1.463, -1.034], [2.495, 2.036, 0.098], [0.651, -1.091, 1.127], [1.004, -1.334, -1.502], [-1.749, -1.030, 1.059], [-0.646, -0.913, -1.708], [-0.317, -2.587, -0.827], [-1.220, 0.547, 1.350], [1.911, 1.598, 1.631], [-3.856, 1.135, -0.529], [2.543, 0.339, 0.731], [-0.909, 1.530, -1.129]], "atomic_forces_ev_per_a": [[0.36, -1.07, 0.14], [-1.23, 0.84, -1.36], [-2.50, -2.24, 2.20], [5.41, -1.38, -0.75], [-2.62, 2.49, -0.99], [2.74, 2.30, 1.82], [0.91, -1.65, 0.81], [-1.53, -0.05, 1.03], [-1.09, -1.40, -0.05], [-2.02, 1.60, -1.82], [0.39, -0.64, 0.25], [0.36, 0.40, 0.48], [0.15, -1.00, -0.10], [0.92, 2.65, -0.62], [-0.62, 0.69, 0.39], [-1.04, -0.55, -1.05], [0.84, -0.54, -0.10], [0.07, -0.52, -0.59], [0.54, 0.06, 0.30]], "nbo_charge": [-0.637, -0.566, -0.635, -0.128, 0.433, -0.724, 0.283, -0.627, 0.278, 0.263, 0.254, 0.474, 0.234, 0.254, 0.455, 0.267, 0.552, 0.240, 0.332], "de_lowest_ev": 5.766, "e_homo_ev": -14.2, "total_energy_ev": -10379.8395, "charge": 1}


[5]
{"formula": "C5H11N2O", "method": "ωB97M-V/def2-TZVPD", "species": ["O", "N", "N", "C", "C", "C", "C", "C", "H", "H", "H", "H", "H", "H", "H", "H", "H", "H", "H"], "xyz": [[2.234, 0.323, -0.490], [-1.866, 1.201, 1.964], [-0.247, 1.314, -0.418], [1.907, -0.831, -0.649], [-0.516, -1.250, -0.570], [-1.420, 0.086, 1.328], [0.741, -1.225, -1.488], [-0.719, 0.034, 0.192], [-1.700, -0.868, 1.760], [0.545, -0.480, -2.245], [2.409, -1.601, -0.058], [0.859, -2.146, -2.029], [-2.287, 1.200, 2.877], [-1.006, 1.984, -0.484], [-1.303, -1.332, -1.308], [-1.944, 2.067, 1.471], [-0.545, -2.113, 0.082], [0.406, 1.730, 0.248], [0.172, 1.139, -1.330]], "atomic_forces_ev_per_a": [[-0.07, 0.07, -0.17], [0.26, 0.19, -0.03], [-0.88, -0.38, 1.01], [0.37, 0.22, 0.19], [0.41, 0.66, -1.22], [-0.24, 0.08, 0.14], [-0.34, 0.28, 0.67], [-0.11, -0.55, 0.19], [0.04, 0.09, 0.10], [0.25, 0.38, -0.42], [0.14, -0.39, -0.01], [0.10, -0.59, 0.06], [0.01, -0.32, -0.09], [-0.32, 0.13, -0.55], [-0.60, -0.42, 0.07], [-0.04, 0.26, 0.08], [0.00, -0.04, 0.25], [0.66, -0.01, -0.45], [0.38, 0.35, 0.18]], "nbo_charge": [-0.559, -0.795, -0.686, 0.450, -0.412, 0.058, -0.510, -0.023, 0.234, 0.198, 0.145, 0.263, 0.428, 0.423, 0.230, 0.378, 0.251, 0.462, 0.463], "de_lowest_ev": 1.978, "e_homo_ev": -12.9, "total_energy_ev": -10383.6275, "charge": 1, "smiles": "N/C=C(\\[NH3+])CCC=O"}


[6]
{"formula": "C5H11N2O", "method": "ωB97M-V/def2-TZVPD", "species": ["O", "N", "N", "C", "C", "C", "C", "C", "H", "H", "H", "H", "H", "H", "H", "H", "H", "H", "H"], "xyz": [[-1.095, -1.881, 0.152], [-0.117, 1.146, 0.704], [-1.814, 0.380, -0.384], [1.170, -0.869, 1.166], [-0.851, -0.759, -0.517], [1.329, 0.520, -1.057], [-1.336, 1.328, 0.359], [0.454, -0.074, 0.075], [-2.637, 0.488, -0.917], [1.329, -1.874, 0.833], [1.595, 1.535, -0.682], [2.187, -0.093, -1.045], [2.140, -0.506, 1.316], [0.839, 0.625, -1.995], [-1.782, -2.516, -0.227], [0.501, 1.903, 0.996], [0.759, -0.698, 2.029], [-0.899, -0.841, -1.557], [-1.772, 2.185, 0.750]], "atomic_forces_ev_per_a": [[-1.93, -2.48, 0.75], [1.24, -0.54, 0.54], [-0.38, -0.62, 0.86], [1.60, -0.34, -5.43], [0.61, 2.03, 0.27], [-0.10, 0.55, 2.24], [0.57, 0.09, 0.34], [-0.42, 0.85, -0.71], [-1.07, -0.12, -0.30], [-0.40, -0.76, 0.33], [0.35, -0.71, -0.70], [1.24, -0.46, -0.86], [1.73, 0.94, -0.22], [-0.30, -0.14, -0.77], [1.31, 1.50, 0.42], [-0.47, -0.39, 0.35], [-2.95, -0.03, 4.84], [0.93, -0.89, -1.87], [-1.55, 1.51, -0.06]], "nbo_charge": [-0.680, -0.501, -0.552, -0.607, 0.257, -0.603, 0.386, 0.117, 0.434, 0.249, 0.206, 0.240, 0.226, 0.228, 0.516, 0.442, 0.223, 0.178, 0.239], "de_lowest_ev": 1.824, "e_homo_ev": -14.8, "total_energy_ev": -10383.7814, "charge": 1, "smiles": "CC1(C)NC=[NH+][C@@H]1O"}